{"formula": "C5H12N2O", "method": "ωB97M-V/def2-TZVPD", "species": ["C", "C", "C", "N", "C", "N", "C", "O", "H", "H", "H", "H", "H", "H", "H", "H", "H", "H", "H", "H"], "coordinates": [[1.887, 0.407, -0.716], [0.879, 1.446, -0.775], [-0.276, 1.090, -1.682], [0.172, 1.445, 0.611], [-0.364, 0.417, 1.079], [-0.543, -0.932, 0.420], [0.118, -2.042, 1.029], [-1.880, -1.276, 0.348], [2.394, 0.572, 0.348], [2.729, 0.452, -1.572], [1.434, -0.600, -0.685], [1.433, 2.466, -0.858], [-0.510, -0.044, -1.541], [0.074, 1.441, -2.642], [-1.280, 1.612, -1.671], [-0.920, 0.600, 2.087], [-0.609, -2.467, 1.872], [1.208, -1.703, 1.441], [0.452, -2.817, 0.171], [-2.225, -0.800, -0.558]], "spin_multiplicity": 1, "homo_energy_ev": -8.74, "e_tot_ha": -382.2822, "gap_ev": 9.51, "e_lumo_ha": 0.0284}

=====

{"formula": "C5H12N2O", "method": "ωB97M-V/def2-TZVPD", "species": ["C", "N", "O", "H", "H", "H", "H", "H", "C", "C", "C", "C", "N", "H", "H", "H", "H", "H", "H", "H"], "coordinates": [[-0.952, 1.539, 0.966], [0.332, 0.820, 1.011], [1.106, 1.515, 2.049], [1.928, 1.006, 2.103], [0.121, -0.268, 1.002], [-1.408, 1.475, 1.951], [-0.768, 2.579, 0.707], [-1.583, 1.060, 0.222], [-1.160, -1.238, -1.361], [-0.021, -1.259, -0.390], [1.062, 0.716, -0.344], [0.701, -2.351, -0.143], [0.940, 1.514, -1.323], [0.062, 2.028, -1.344], [1.991, 0.181, -0.172], [-1.249, -2.164, -1.944], [-2.118, -1.079, -0.853], [-1.035, -0.412, -2.071], [1.556, -2.339, 0.533], [0.495, -3.324, -0.599]], "spin_multiplicity": 1, "homo_energy_ev": -7.43, "e_tot_ha": -382.2359, "gap_ev": 7.89, "e_lumo_ha": 0.0166}

=====

{"formula": "C5H12N2O", "method": "ωB97M-V/def2-TZVPD", "species": ["C", "C", "C", "C", "N", "C", "N", "O", "H", "H", "H", "H", "H", "H", "H", "H", "H", "H", "H", "H"], "coordinates": [[-0.927, 0.419, 2.367], [-0.281, 1.270, 1.196], [-1.125, 2.535, 1.215], [-0.498, 0.580, -0.094], [0.319, -0.689, -0.109], [0.826, -1.171, -1.302], [1.124, -2.510, -1.423], [0.937, -0.568, -2.331], [-1.895, 0.056, 2.079], [-1.164, 1.115, 3.187], [-0.248, -0.329, 2.549], [0.759, 1.483, 1.413], [-1.225, 2.877, 2.276], [-2.179, 2.436, 0.818], [-0.533, 3.254, 0.672], [-1.657, 0.393, -0.341], [-0.138, 1.165, -1.002], [-0.129, -1.433, 0.426], [1.207, -3.150, -0.724], [1.638, -2.722, -2.273]], "spin_multiplicity": 1, "homo_energy_ev": -9.74, "e_tot_ha": -382.4619, "gap_ev": 10.61, "e_lumo_ha": 0.0320}

=====

{"formula": "C5H12N2O", "method": "ωB97M-V/def2-TZVPD", "species": ["C", "C", "C", "C", "C", "N", "N", "O", "H", "H", "H", "H", "H", "H", "H", "H", "H", "H", "H", "H"], "coordinates": [[-0.650, -0.106, 1.280], [-1.039, -0.013, -0.167], [-2.198, 0.855, -0.595], [0.256, 0.605, 0.302], [1.527, -0.078, -0.077], [1.563, -1.346, -0.055], [2.533, 0.758, -0.474], [0.407, 1.997, 0.366], [-0.470, 2.391, 0.415], [2.458, -1.737, -0.342], [0.049, -3.290, -0.253], [2.424, 1.739, -0.283], [3.468, 0.393, -0.546], [-1.190, 0.503, 1.990], [-0.309, -1.056, 1.656], [-0.915, -0.914, -0.751], [-0.419, -3.912, -0.343], [-3.087, 0.246, -0.729], [-2.426, 1.622, 0.151], [-1.981, 1.345, -1.545]], "spin_multiplicity": 1, "homo_energy_ev": -8.95, "e_tot_ha": -382.4058, "gap_ev": 9.77, "e_lumo_ha": 0.0301}

=====

{"formula": "C5H12N2O", "method": "ωB97M-V/def2-TZVPD", "species": ["C", "C", "C", "N", "H", "H", "H", "H", "H", "H", "H", "C", "N", "C", "O", "H", "H", "H", "H", "H"], "coordinates": [[-1.415, -0.095, 1.783], [-0.055, -0.615, 1.463], [1.043, 0.136, 1.244], [1.163, 1.481, 1.493], [-1.525, 0.970, 1.557], [-2.168, -0.623, 1.190], [-1.629, -0.247, 2.846], [0.009, -1.680, 1.254], [1.999, -0.361, 1.084], [0.632, 1.852, 2.277], [2.103, 1.867, 1.509], [-0.815, -1.301, -2.205], [-0.490, 0.039, -1.736], [0.770, 0.285, -1.745], [1.162, 1.570, -1.647], [-0.048, -2.041, -1.944], [-1.758, -1.619, -1.750], [-0.964, -1.306, -3.290], [1.588, -0.370, -2.086], [0.397, 2.059, -1.297]], "spin_multiplicity": 1, "homo_energy_ev": -7.81, "e_tot_ha": -382.4117, "gap_ev": 8.83, "e_lumo_ha": 0.0376}

=====

{"formula": "C5H12N2O", "method": "ωB97M-V/def2-TZVPD", "species": ["C", "O", "C", "N", "N", "C", "C", "C", "H", "H", "H", "H", "H", "H", "H", "H", "H", "H", "H", "H"], "coordinates": [[-2.305, -0.752, 0.021], [-1.537, -0.055, -0.943], [-0.450, 0.620, -0.410], [-0.875, 1.675, 0.460], [0.635, 0.769, -1.350], [0.843, -0.084, -0.180], [0.958, -1.554, -0.527], [1.774, 0.356, 0.931], [-3.134, -1.195, -0.527], [-1.718, -1.537, 0.505], [-2.685, -0.069, 0.785], [-1.524, 2.281, -0.031], [-0.101, 2.226, 0.804], [1.104, 1.668, -1.323], [0.813, -2.165, 0.362], [0.215, -1.809, -1.275], [1.946, -1.758, -0.936], [2.749, -0.108, 0.795], [1.376, 0.053, 1.898], [1.915, 1.436, 0.941]], "spin_multiplicity": 1, "homo_energy_ev": -8.67, "e_tot_ha": -382.4219, "gap_ev": 9.62, "e_lumo_ha": 0.0349}

=====

{"formula": "C5H12N2O", "method": "ωB97M-V/def2-TZVPD", "species": ["C", "C", "N", "O", "N", "C", "C", "C", "H", "H", "H", "H", "H", "H", "H", "H", "H", "H", "H", "H"], "coordinates": [[0.476, 1.343, 2.117], [0.059, 1.532, 0.682], [-1.259, 0.303, 0.480], [-2.487, 0.278, 1.185], [-0.865, -0.893, 0.133], [0.061, -0.917, -0.810], [0.078, -0.001, -2.010], [0.911, -2.154, -0.906], [-0.369, 1.427, 2.802], [0.924, 0.355, 2.264], [1.214, 2.101, 2.404], [-0.497, 2.449, 0.492], [0.911, 1.507, 0.007], [-2.816, -0.609, 0.952], [-0.688, 0.771, -1.971], [1.050, 0.492, -2.109], [-0.112, -0.603, -2.908], [0.744, -2.808, -0.048], [1.968, -1.871, -0.926], [0.696, -2.702, -1.829]], "spin_multiplicity": 1, "homo_energy_ev": [-6.74, -6.74], "e_tot_ha": -382.2786, "gap_ev": [7.50, 7.50], "e_lumo_ha": [0.0279, 0.0279]}

=====

{"formula": "C5H12N2O", "method": "ωB97M-V/def2-TZVPD", "species": ["C", "C", "N", "C", "C", "O", "C", "N", "H", "H", "H", "H", "H", "H", "H", "H", "H", "H", "H", "H"], "coordinates": [[-1.113, 1.974, 1.090], [0.009, 1.268, 0.294], [-0.433, 0.128, -0.473], [-1.305, 0.456, -1.608], [0.046, -1.149, -0.391], [-0.339, -2.060, -1.093], [1.163, -1.403, 0.646], [1.881, -2.636, 0.316], [-1.531, 1.319, 1.854], [-0.733, 2.872, 1.563], [-2.007, 2.114, 0.479], [0.490, 2.003, -0.355], [0.740, 0.945, 1.032], [-1.410, -0.472, -2.167], [-2.197, 0.976, -1.307], [-0.707, 1.087, -2.283], [1.867, -0.569, 0.565], [0.705, -1.525, 1.625], [2.146, -2.679, -0.664], [2.729, -2.649, 0.878]], "spin_multiplicity": 1, "homo_energy_ev": -9.15, "e_tot_ha": -382.4541, "gap_ev": 9.95, "e_lumo_ha": 0.0296}

=====

Repeat the seventh record exactly.
{"formula": "C5H12N2O", "method": "ωB97M-V/def2-TZVPD", "species": ["C", "C", "N", "O", "N", "C", "C", "C", "H", "H", "H", "H", "H", "H", "H", "H", "H", "H", "H", "H"], "coordinates": [[0.476, 1.343, 2.117], [0.059, 1.532, 0.682], [-1.259, 0.303, 0.480], [-2.487, 0.278, 1.185], [-0.865, -0.893, 0.133], [0.061, -0.917, -0.810], [0.078, -0.001, -2.010], [0.911, -2.154, -0.906], [-0.369, 1.427, 2.802], [0.924, 0.355, 2.264], [1.214, 2.101, 2.404], [-0.497, 2.449, 0.492], [0.911, 1.507, 0.007], [-2.816, -0.609, 0.952], [-0.688, 0.771, -1.971], [1.050, 0.492, -2.109], [-0.112, -0.603, -2.908], [0.744, -2.808, -0.048], [1.968, -1.871, -0.926], [0.696, -2.702, -1.829]], "spin_multiplicity": 1, "homo_energy_ev": [-6.74, -6.74], "e_tot_ha": -382.2786, "gap_ev": [7.50, 7.50], "e_lumo_ha": [0.0279, 0.0279]}